No. 1
DFT (wB97M-V/def2-TZVPD) results for the ion C4H11N4 with charge +1 in a non-equilibrium geometry.

Values from the calculation:
Net charge ... +1
E_HOMO ... -13.75 eV
Gap between HOMO and LUMO ... 0.360 hartree
Electronic energy ... -377.68732 Eh
Spin multiplicity ... 1
Structure (SMILES) ... [H]/N=N/N(C)/C(C)=[NH+]\C

Each line ends with the natural charge from an NBO analysis.
Cartesian coordinates (Å):
C -0.754 0.246 0.090  0.58
C -1.626 1.364 0.154  -0.69
C 1.205 1.731 -0.096  -0.50
C -0.586 -2.375 -0.114  -0.42
N 2.596 -0.377 0.098  -0.35
N 1.419 -0.690 0.080  0.02
N 0.617 0.363 -0.003  -0.25
N -1.200 -0.978 -0.004  -0.49
H -2.581 1.012 0.358  0.25
H -1.520 1.735 -0.826  0.27
H -1.462 2.161 1.004  0.29
H 2.279 1.715 -0.631  0.29
H 0.654 2.338 -0.900  0.23
H 1.192 2.229 0.868  0.24
H -0.168 -2.732 0.830  0.24
H 0.249 -2.314 -0.940  0.25
H -1.415 -3.102 -0.278  0.23
H 3.267 -1.166 0.269  0.37
H -2.165 -1.159 0.039  0.42


No. 2
DFT (wB97M-V/def2-TZVPD) results for a cluster of 4 separate species, C26H37B2Cl2F3N4O6P in total in a non-equilibrium geometry.

Values from the calculation:
Net charge ... -1
E_HOMO ... -3.52 eV
Gap between HOMO and LUMO ... 0.220 hartree
Electronic energy ... -3294.41391 Eh
Spin multiplicity ... 1

Each line ends with the Löwdin charge.
Cartesian coordinates (Å):
C 0.423 0.237 2.862  -0.05
B -0.458 -0.661 1.803  -0.32
O -0.921 -2.065 2.044  0.00
B -0.872 0.089 0.357  -0.87
C 0.233 -0.573 -0.667  -0.08
C -0.031 -0.274 -2.257  -0.25
N 1.226 0.355 -2.845  -0.08
O -0.777 1.521 0.708  -0.10
C -1.866 2.439 0.234  -0.57
Cl -2.379 3.487 1.723  0.59
C -1.693 3.195 -1.206  -0.14
C -0.516 4.325 -1.284  -0.67
C -1.066 5.859 -1.608  -0.16
Cl 0.611 4.425 0.176  0.52
C -3.037 1.252 0.096  -0.36
C -3.912 1.173 -1.288  -0.12
C -5.092 2.302 -1.434  -0.09
C -6.611 1.681 -1.625  -0.22
F -6.661 0.493 -2.533  -0.01
F -7.451 2.736 -2.307  -0.04
F -7.307 1.370 -0.355  0.00
P -4.224 0.961 1.564  0.79
O -5.325 2.075 1.771  -0.42
O -3.393 0.592 3.087  -0.22
O -5.118 -0.526 1.179  -0.22
O -2.312 -0.062 0.048  -0.04
H -0.315 0.911 3.507  0.08
H 1.188 0.988 2.342  0.09
H 0.980 -0.478 3.609  0.05
H -0.147 -2.536 2.486  0.08
H 1.359 -0.292 -0.410  0.11
H 0.163 -1.751 -0.517  0.10
H -0.160 -1.319 -2.820  0.10
H -1.017 0.325 -2.483  0.09
H 1.937 -0.435 -2.827  0.06
H 1.576 1.035 -2.129  0.06
H -1.493 2.407 -2.049  0.12
H -2.719 3.764 -1.419  0.12
H 0.165 4.042 -2.222  0.11
H -0.134 6.603 -1.608  0.08
H -1.490 5.818 -2.716  0.09
H -1.868 6.170 -0.809  0.09
H -4.468 0.117 -1.266  0.14
H -3.268 1.158 -2.278  0.13
H -5.049 3.146 -0.591  0.14
H -4.863 2.889 -2.448  0.13
H -3.111 1.437 3.546  0.06
H -6.062 -0.406 1.549  0.09
N 2.697 -2.163 0.433  0.09
C 4.045 -2.256 0.433  -0.14
C 4.735 -3.437 0.655  -0.09
C 4.001 -4.594 0.895  -0.09
C 2.611 -4.529 0.904  -0.07
C 2.011 -3.302 0.668  -0.13
H 4.573 -1.326 0.244  0.10
H 5.819 -3.455 0.640  0.09
H 4.507 -5.538 1.075  0.10
H 2.011 -5.412 1.089  0.10
H 0.930 -3.201 0.661  0.09
N 3.918 -0.154 4.850  0.06
C 3.931 -0.678 6.095  -0.15
C 4.040 0.080 7.250  -0.09
C 4.146 1.461 7.122  -0.09
C 4.137 2.031 5.853  -0.08
C 4.020 1.190 4.758  -0.15
H 3.849 -1.760 6.143  0.10
H 4.043 -0.394 8.225  0.10
H 4.235 2.089 8.004  0.10
H 4.219 3.104 5.720  0.10
H 4.005 1.586 3.747  0.10
N 1.113 -3.155 -4.112  0.07
C 1.283 -2.231 -5.083  -0.14
C 1.487 -2.544 -6.417  -0.08
C 1.523 -3.886 -6.780  -0.09
C 1.353 -4.861 -5.802  -0.09
C 1.151 -4.449 -4.495  -0.15
H 1.250 -1.198 -4.749  0.07
H 1.615 -1.760 -7.155  0.10
H 1.682 -4.170 -7.816  0.10
H 1.376 -5.916 -6.053  0.10
H 1.009 -5.172 -3.696  0.10


No. 3
DFT (wB97M-V/def2-TZVPD) results for a structure of composition C17H49O8S7Tl in a non-equilibrium geometry.

Values from the calculation:
Net charge ... +2
E_HOMO ... -11.99 eV
Gap between HOMO and LUMO ... 0.049 hartree
Electronic energy ... -4237.70379 Eh
Spin multiplicity ... 1

Each line ends with the Löwdin charge.
Cartesian coordinates (Å):
Tl 1.163 5.027 -6.446  0.99
C -1.580 0.906 -0.503  -0.03
C -0.193 0.788 -1.049  -0.50
C 0.531 -0.445 -0.607  -0.01
O -0.031 1.039 -2.395  0.14
H -2.326 0.303 -1.022  0.11
H -1.912 1.943 -0.541  0.10
H -1.612 0.619 0.548  0.10
H 0.381 1.494 -0.450  0.21
H -0.172 -1.271 -0.722  0.11
H 0.668 -0.444 0.474  0.10
H 1.500 -0.649 -1.062  0.11
C -4.119 -0.347 -9.349  -0.23
S -2.284 -0.628 -8.993  0.86
O -1.730 0.785 -8.709  -0.61
C -2.481 -1.507 -7.376  -0.27
H -4.282 -0.487 -10.418  0.04
H -4.459 0.642 -9.044  0.05
H -4.800 -1.111 -8.975  0.04
H -2.975 -2.477 -7.424  0.05
H -3.038 -0.820 -6.739  0.05
H -1.503 -1.728 -6.950  0.04
C -3.071 -4.323 3.876  -0.23
S -4.010 -5.922 4.406  0.88
O -5.014 -5.378 5.430  -0.55
C -4.759 -6.061 2.757  -0.29
H -2.308 -4.539 3.128  0.04
H -2.530 -3.909 4.727  0.04
H -3.737 -3.528 3.542  0.05
H -5.631 -6.714 2.726  0.05
H -4.076 -6.535 2.052  0.05
H -5.124 -5.083 2.443  0.05
C 2.012 3.016 6.448  -0.25
S 2.259 2.460 8.195  0.88
O 3.602 1.711 8.217  -0.53
C 2.528 4.100 8.951  -0.26
H 1.209 3.750 6.381  0.05
H 1.839 2.088 5.903  0.04
H 2.894 3.567 6.120  0.06
H 2.465 4.044 10.038  0.05
H 1.874 4.946 8.738  0.06
H 3.591 4.301 8.822  0.06
C 1.948 -10.258 -0.339  -0.26
S 2.889 -8.843 0.356  0.85
O 4.280 -8.972 -0.210  -0.55
C 2.212 -7.562 -0.825  -0.25
H 2.189 -11.269 -0.011  0.06
H 2.237 -10.211 -1.388  0.05
H 0.873 -10.076 -0.360  0.05
H 2.525 -7.785 -1.845  0.05
H 2.710 -6.633 -0.548  0.04
H 1.137 -7.464 -0.971  0.05
C -6.261 3.905 -3.674  -0.28
S -5.741 5.424 -4.566  0.83
O -4.266 5.511 -4.310  -0.60
C -6.571 6.550 -3.341  -0.23
H -5.701 3.038 -4.025  0.04
H -7.318 3.655 -3.762  0.06
H -6.042 3.936 -2.607  0.05
H -7.610 6.590 -3.670  0.05
H -6.047 7.489 -3.517  0.05
H -6.504 6.091 -2.355  0.05
C 7.576 -3.785 0.856  -0.26
S 8.950 -2.832 1.632  0.92
O 8.466 -1.388 1.279  -0.55
C 8.442 -3.153 3.373  -0.24
H 7.892 -4.775 0.527  0.05
H 7.253 -3.186 0.005  0.05
H 6.663 -3.975 1.421  0.05
H 7.608 -2.460 3.485  0.05
H 9.281 -2.886 4.016  0.05
H 7.959 -4.119 3.517  0.06
C 1.377 9.920 0.241  -0.21
S 0.189 8.435 -0.029  0.83
O 0.627 7.711 -1.260  -0.59
C 0.721 7.499 1.472  -0.26
H 2.388 9.514 0.299  0.05
H 1.165 10.221 1.267  0.04
H 1.312 10.719 -0.497  0.05
H 0.010 6.682 1.596  0.04
H 0.737 8.064 2.404  0.05
H 1.685 7.060 1.215  0.05


No. 4
DFT (wB97M-V/def2-TZVPD) results for a cluster of 5 separate species, C21H28Br2Cl16FN4O7P2 in total in a non-equilibrium geometry.

Values from the calculation:
Net charge ... +1
E_HOMO ... -12.59 eV
Gap between HOMO and LUMO ... 0.330 hartree
Electronic energy ... -14855.97158 Eh
Spin multiplicity ... 1

Each line ends with the Löwdin charge.
Cartesian coordinates (Å):
C -0.087 -3.225 -2.182  -0.10
C -0.754 -1.848 -2.348  -0.21
C 0.216 -0.716 -2.743  -0.19
N 0.141 0.478 -1.893  -0.03
C 1.012 0.564 -0.754  -0.36
C 2.498 0.212 -0.945  -0.57
Br 3.366 -0.822 0.403  0.97
C 3.276 0.569 -1.969  -0.70
C 4.724 0.230 -2.122  -0.18
Br 2.606 1.567 -3.430  0.92
C 0.332 -0.304 0.310  -0.25
O 0.398 -1.605 0.378  0.08
N -0.421 0.376 1.113  0.03
O -1.086 -0.305 2.087  0.00
C -2.421 -0.784 1.703  -0.07
C -3.453 -0.477 2.772  -0.39
C -4.829 -0.175 2.161  -0.06
O -3.539 -1.580 3.684  -0.04
C -0.463 1.830 0.874  -0.34
C -0.642 2.808 2.062  -0.12
C -0.593 2.274 3.475  -0.20
N -1.667 2.071 4.108  0.14
P -2.049 2.206 -0.112  0.80
O -3.242 2.034 0.738  -0.37
C 0.847 1.966 0.003  -0.27
P 0.806 3.543 -1.015  0.75
O 0.343 4.664 -0.179  -0.37
C 2.107 2.218 0.862  -0.43
O 3.020 2.849 0.433  0.16
N 2.146 1.673 2.202  0.17
C 2.687 2.546 3.154  -0.57
O 3.406 2.223 4.023  0.21
F 2.225 3.771 3.018  0.17
H -0.509 -3.935 -2.878  0.02
H -0.192 -3.594 -1.168  0.05
H 0.982 -3.186 -2.389  0.07
H -1.485 -1.955 -3.144  0.08
H -1.299 -1.581 -1.448  0.09
H -0.085 -0.384 -3.732  0.12
H 1.228 -1.102 -2.855  0.10
H 0.177 1.315 -2.449  0.03
H 5.272 0.477 -1.217  0.08
H 5.138 0.848 -2.907  0.00
H 4.846 -0.818 -2.371  0.08
H 0.768 -1.936 1.228  0.04
H -2.724 -0.424 0.729  0.10
H -2.328 -1.868 1.631  0.14
H -3.132 0.349 3.390  0.11
H -5.093 0.854 2.356  0.03
H -5.576 -0.815 2.615  0.08
H -4.856 -0.346 1.088  0.08
H -3.758 -2.380 3.195  0.09
H 0.112 3.581 1.965  0.10
H -1.598 3.318 1.989  0.11
H 0.366 2.125 3.956  0.10
H -1.462 1.757 5.055  0.08
H -1.894 3.525 -0.565  0.04
H -2.076 1.352 -1.222  0.03
H -0.090 3.259 -2.066  0.02
H 2.057 3.726 -1.593  0.01
H 2.768 0.868 2.236  0.08
C -1.748 -5.442 -5.770  -2.06
Cl -2.504 -5.958 -4.258  0.53
Cl -2.902 -5.582 -7.089  0.55
Cl -1.237 -3.751 -5.612  0.52
Cl -0.337 -6.446 -6.097  0.54
C 2.067 -4.385 2.541  -2.03
Cl 0.634 -5.348 2.861  0.57
Cl 2.336 -4.276 0.798  0.55
Cl 1.816 -2.737 3.200  0.55
Cl 3.467 -5.094 3.322  0.58
C -6.758 2.957 4.994  -2.05
Cl -5.860 4.066 6.033  0.53
Cl -8.371 2.698 5.657  0.54
Cl -6.887 3.642 3.371  0.52
Cl -5.903 1.413 4.903  0.55
C 7.149 0.077 -5.632  -2.05
Cl 5.761 -0.938 -5.185  0.53
Cl 7.196 0.253 -7.381  0.55
Cl 6.983 1.674 -4.888  0.53
Cl 8.630 -0.685 -5.063  0.54